1.
{"formula": "H22HeO11", "method": "wB97M-V/def2-TZVPD", "elements": ["He", "O", "H", "H", "O", "H", "H", "O", "H", "H", "O", "H", "H", "O", "H", "H", "O", "H", "H", "O", "H", "H", "O", "H", "H", "O", "H", "H", "O", "H", "H", "O", "H", "H"], "positions_angstrom": [[0.07807, -0.21028, 0.32930], [0.73563, 1.18276, -1.75614], [1.66303, 1.41222, -1.69696], [0.37468, 1.42014, -0.90198], [-0.74111, -1.89836, 3.00591], [-1.28269, -2.15553, 3.75209], [-1.28110, -2.09159, 2.23955], [1.04632, -2.98774, -1.16211], [1.16372, -2.95555, -0.21269], [1.10864, -3.91768, -1.38023], [3.71715, 1.06212, 1.31128], [4.54774, 1.47609, 1.54577], [3.80608, 0.15801, 1.61278], [-0.26280, -1.23669, -3.04015], [0.22332, -1.87656, -2.52006], [0.07558, -0.38819, -2.75420], [-2.90087, 2.71870, -0.88202], [-2.25645, 2.23003, -0.37002], [-2.45176, 2.92117, -1.70271], [-2.70760, -1.78673, 1.03375], [-2.66359, -1.36966, 0.17332], [-3.48010, -1.40193, 1.44774], [-0.34190, 2.28200, 0.73489], [-0.50548, 1.74204, 1.50813], [0.39449, 2.84063, 0.98369], [-2.80806, -1.19652, -1.88731], [-3.31735, -0.70554, -2.53213], [-1.92548, -1.23312, -2.25601], [3.47957, 1.01295, -1.67182], [4.39790, 1.06383, -1.93698], [3.50423, 1.03813, -0.71527], [-0.78855, 1.16547, 3.21237], [-0.68945, 0.23298, 3.02037], [0.08817, 1.45239, 3.46785]], "forces_ev_per_a": [[-0.02, -0.25, 0.10], [-0.36, -0.08, -0.40], [0.46, -0.07, -0.39], [-0.43, 0.22, 0.45], [0.74, 0.31, 0.49], [-0.08, -0.07, 0.22], [-0.61, 0.06, -0.71], [0.09, 0.02, -0.11], [-0.06, 0.15, 0.26], [-0.01, -0.26, -0.13], [-0.21, 0.12, -0.22], [0.24, 0.21, 0.09], [-0.06, -0.33, 0.09], [-0.64, -0.25, -0.49], [0.28, -0.26, 0.34], [0.39, 0.70, 0.29], [-0.49, 0.05, -0.07], [0.35, 0.01, 0.21], [0.14, 0.02, -0.17], [0.16, -0.26, 0.54], [-0.03, 0.11, -0.93], [-0.19, 0.08, 0.11], [0.20, 0.24, -0.92], [-0.38, -0.30, 0.78], [0.10, 0.29, -0.03], [-0.77, -0.06, 0.71], [-0.16, 0.15, -0.01], [1.00, -0.09, -0.52], [0.06, 0.01, -0.28], [0.14, 0.06, -0.22], [0.08, -0.06, 0.69], [-0.11, 0.47, -0.15], [-0.06, -1.00, 0.09], [0.24, 0.06, 0.31]], "homo_energy_ev": -10.6, "lumo_ev": -0.2}

=====

2.
{"formula": "C5H6N", "method": "wB97M-V/def2-TZVPD", "elements": ["C", "C", "C", "C", "C", "N", "H", "H", "H", "H", "H", "H"], "positions_angstrom": [[-2.11180, -0.81327, 0.00324], [1.81613, -0.96994, -0.10024], [-0.52844, 1.26452, -0.05953], [0.87223, 1.29330, 0.15314], [-1.24982, 0.12312, 0.07782], [1.54425, 0.21530, 0.15207], [-2.12780, -1.51518, -0.85385], [-2.78490, -0.82355, 0.91138], [1.84877, -1.75665, 0.63973], [2.28958, -1.44500, -0.89099], [-1.03034, 2.20784, -0.24496], [1.46213, 2.21954, 0.21218]], "forces_ev_per_a": [[-1.00, -0.69, 1.22], [0.50, -0.60, 2.48], [-1.31, -1.02, 0.52], [1.20, 0.22, -0.11], [1.43, 2.49, -1.39], [-0.46, -0.45, -0.71], [-0.42, 0.55, 0.68], [0.58, -0.79, -1.13], [-0.46, 0.33, 1.26], [0.40, 0.38, -2.92], [-0.01, -0.16, -0.27], [-0.47, -0.26, 0.38]], "homo_energy_ev": -14.5, "charge": 1, "lumo_ev": -5.4}

=====

3.
{"formula": "C17H22N2O4S", "method": "wB97M-V/def2-TZVPD", "elements": ["C", "C", "O", "C", "O", "C", "C", "N", "C", "S", "N", "C", "C", "C", "O", "O", "C", "C", "C", "C", "C", "C", "C", "C", "H", "H", "H", "H", "H", "H", "H", "H", "H", "H", "H", "H", "H", "H", "H", "H", "H", "H", "H", "H", "H", "H"], "positions_angstrom": [[-6.81384, -0.64896, 0.78802], [-5.85649, 0.26872, 1.53404], [-4.49563, -0.11801, 1.32154], [-3.90380, 0.31389, 0.21088], [-4.42678, 1.02097, -0.61090], [-2.47281, -0.17397, 0.13382], [-2.05080, -0.38048, -1.32490], [-0.62264, -0.40889, -1.46085], [0.13358, -1.54284, -1.38667], [-0.42956, -3.08035, -1.24275], [1.45040, -1.17999, -1.48429], [2.53570, -2.09012, -1.25091], [2.74551, -2.31380, 0.25844], [2.88963, -0.97459, 0.94822], [1.97988, -0.35157, 1.42925], [4.15384, -0.54886, 0.90469], [4.43178, 0.73165, 1.47723], [4.59794, 0.64345, 2.98675], [1.53095, 0.19373, -1.55683], [2.61015, 1.05387, -1.64251], [2.33848, 2.41216, -1.70332], [1.03594, 2.89434, -1.68337], [-0.05184, 2.03905, -1.60387], [0.21165, 0.68279, -1.54295], [-6.64820, -1.68269, 1.08141], [-6.65723, -0.55600, -0.28390], [-7.83846, -0.37282, 1.01957], [-6.00420, 0.20103, 2.61353], [-5.98617, 1.30387, 1.20188], [-1.83970, 0.59454, 0.58720], [-2.36295, -1.08878, 0.71479], [-2.43832, -1.33375, -1.69474], [-2.45196, 0.43231, -1.93600], [3.43918, -1.68247, -1.70787], [2.28323, -3.04501, -1.72092], [3.64021, -2.91326, 0.41521], [1.87070, -2.82432, 0.66262], [5.35630, 1.05999, 0.99769], [3.61467, 1.41521, 1.22236], [4.86885, 1.61886, 3.38019], [5.37759, -0.07138, 3.23897], [3.66443, 0.32590, 3.44449], [3.62559, 0.68957, -1.65603], [3.15977, 3.10994, -1.76503], [0.86663, 3.95913, -1.72815], [-1.06121, 2.41789, -1.58603]], "forces_ev_per_a": [[0.38, 0.15, 0.10], [-0.49, 0.20, -0.11], [0.07, -0.24, 0.28], [0.43, -0.07, -0.06], [-0.15, 0.09, -0.10], [-0.10, 0.00, -0.22], [-0.51, 0.10, 0.13], [0.56, -0.31, 0.01], [-0.03, -0.13, -0.15], [-0.27, -0.70, 0.13], [-0.61, 0.18, -0.05], [0.29, -0.36, 0.22], [-0.08, 0.20, -0.08], [-0.26, -0.44, 0.03], [-0.03, 0.06, 0.10], [0.39, -0.16, -0.14], [-0.09, 0.48, 0.29], [-0.10, -0.15, -0.36], [-0.24, 0.66, -0.14], [-0.08, -0.14, -0.02], [0.05, 0.07, 0.00], [0.02, 0.11, 0.01], [-0.03, -0.18, 0.01], [0.60, 0.34, -0.06], [-0.04, -0.09, 0.03], [-0.04, 0.00, -0.07], [-0.13, 0.01, 0.01], [0.05, 0.04, -0.13], [0.02, -0.14, 0.14], [-0.04, -0.01, 0.05], [0.08, 0.04, -0.02], [0.07, 0.18, -0.02], [0.08, -0.12, 0.03], [-0.08, -0.02, -0.03], [0.09, 0.18, 0.02], [0.00, -0.03, 0.00], [0.06, 0.05, -0.01], [-0.13, -0.03, 0.01], [0.17, -0.08, -0.03], [0.04, 0.11, 0.07], [0.09, -0.02, 0.06], [-0.04, 0.01, 0.06], [0.10, -0.05, 0.01], [0.07, 0.06, -0.01], [-0.02, 0.09, -0.01], [-0.14, 0.04, 0.00]], "homo_energy_ev": -7.7, "smiles": "CCOC(=O)CCn1c(=S)n(CCC(=O)OCC)c2ccccc21", "lumo_ev": 0.7}

=====

Relative energy (zero: lowest compared OMol25 entry of this formula, charge and spin), respectively: 37.17, 350.27, 0.00 kJ/mol.
Kohn-Sham gap, respectively: 0.3819, 0.3344, 0.3097 Eh.